[1]
{"formula": "C2H11P3Si", "method": "ωB97M-V/def2-TZVPD", "smiles": "CC[Si](P)(P)P", "homo_ev": -8.79, "charge": 0, "multiplicity": 1, "species": ["C", "C", "Si", "P", "P", "P", "H", "H", "H", "H", "H", "H", "H", "H", "H", "H", "H"], "positions_angstrom": [[2.1898, -0.8652, -0.2475], [0.6691, -0.8648, -0.7842], [-0.6395, 0.1991, 0.0800], [-0.4414, -0.2598, 2.3094], [-0.2106, 2.4903, -0.7365], [-2.7428, -0.2544, -0.8998], [2.6218, 0.0390, -0.6064], [2.1729, -0.9297, 0.8150], [2.8776, -1.7438, -0.6033], [0.3671, -1.8119, -0.3344], [0.5246, -0.9188, -1.8100], [-0.6062, 1.1642, 2.7255], [-1.8389, -0.4140, 2.5042], [-1.1215, 2.7237, 0.3033], [0.8823, 3.1645, -0.0465], [-2.1256, -0.1836, -2.0601], [-2.5787, -1.5350, -0.6088]], "atomic_forces_ev_per_a": [[-0.64, -1.09, -2.10], [1.25, -1.26, 3.58], [0.96, 1.34, -1.19], [-0.58, 1.62, 0.29], [-0.27, -0.90, 0.67], [-0.56, 2.98, 2.73], [0.78, 0.78, 0.13], [0.08, 0.24, 0.87], [-1.66, 1.44, 0.31], [-0.55, -0.64, -0.52], [0.03, -0.01, -1.98], [0.38, -1.23, -0.42], [0.04, -0.25, -0.08], [-0.38, 0.70, 0.08], [-0.43, -0.93, -0.06], [1.14, -0.32, -2.45], [0.40, -2.46, 0.13]], "lowdin_charge": [-0.1515, -0.4599, -0.0004, 0.5264, 0.4919, 0.5840, 0.0329, 0.0127, 0.1005, 0.0323, 0.0205, -0.1332, -0.1867, -0.2373, -0.1780, -0.2295, -0.2246]}

***

[2]
{"formula": "C5H14NSi", "method": "ωB97M-V/def2-TZVPD", "homo_ev": [-14.33, -14.33], "charge": 1, "multiplicity": 1, "species": ["C", "C", "C", "C", "C", "N", "Si", "H", "H", "H", "H", "H", "H", "H", "H", "H", "H", "H", "H", "H", "H"], "positions_angstrom": [[0.5648, -0.2346, -1.5074], [1.2937, 0.6847, -0.4262], [0.1659, -1.4397, -0.6979], [0.3497, 1.0776, 0.5789], [-0.5624, -1.6826, 1.6066], [-0.6777, -1.0439, 0.3228], [-0.8632, 2.4171, 0.0070], [-0.2427, 0.3679, -1.8454], [1.3600, -0.4418, -2.2686], [2.1558, 0.2171, -0.1029], [1.6119, 1.4952, -0.9367], [-0.3167, -2.1291, -1.3556], [1.0548, -2.0755, -0.2388], [0.5883, 0.9467, 1.6396], [-0.3240, -0.9647, 2.3987], [-1.5976, -1.9876, 1.8816], [0.1910, -2.4795, 1.5797], [-1.6050, -0.9415, 0.0518], [-0.1112, 3.4103, -0.7001], [-1.3451, 2.9465, 1.1843], [-1.6903, 1.8575, -1.1715]], "atomic_forces_ev_per_a": [[3.11, 0.28, 0.90], [-1.65, -2.22, 0.12], [2.67, -1.83, -0.83], [-0.80, -1.02, -0.12], [-1.28, -0.16, 1.37], [1.41, 2.41, 2.14], [-0.21, -1.19, -2.16], [-0.83, -0.10, -0.83], [-1.16, 0.07, 0.28], [1.67, -1.28, 1.01], [0.86, 3.03, -1.92], [-0.56, -0.70, -0.59], [-1.45, 1.71, -1.10], [-0.18, -0.18, -0.31], [0.35, -0.16, -0.18], [0.94, -0.60, 0.00], [-0.55, 0.06, 0.17], [-1.87, 0.40, -0.63], [0.79, 0.56, -0.20], [-1.37, 0.73, 1.60], [0.11, 0.20, 1.30]], "lowdin_charge": [-0.1026, -0.2447, -0.2373, -0.1144, -0.0497, -0.0772, 0.7450, 0.0668, 0.1489, 0.1042, 0.0848, 0.1333, 0.1824, 0.0945, 0.0817, 0.1155, 0.1035, 0.1246, -0.0554, -0.0859, -0.0180]}